Record 1
C2H5N3OS | ωB97M-V/def2-TZVPD

Each line ends with the Mulliken charge.
Positions of all 12 atoms, in Å:
N -1.32 -1.17 1.00  -0.6424
N 0.73 0.00 0.68  -0.3295
H -1.96 -0.54 -1.31  0.4329
C -1.00 -0.14 -1.09  -0.0704
O 0.78 0.98 -1.81  -0.3822
H 1.28 0.50 -0.01  0.3229
N -0.48 0.48 -2.07  -0.5347
H 0.96 0.66 2.90  0.1487
H 1.00 1.44 -2.65  0.3641
H -0.94 -1.38 1.92  0.2372
S 1.46 -0.36 2.15  -0.2321
C -0.51 -0.48 0.30  0.6857

2S+1 = 1


Record 2
C2H5N3OS | ωB97M-V/def2-TZVPD

Each line ends with the Mulliken charge.
Positions of all 12 atoms, in Å:
C 0.43 -0.49 0.60  0.3686
C 0.09 2.73 -0.77  -0.2512
N -0.49 -1.11 -0.11  0.0400
N -0.32 1.49 -0.49  -0.2994
S 1.81 -1.23 1.36  -0.3195
H -0.58 -2.87 0.94  0.3020
H -1.36 -0.62 -0.31  0.3247
O 0.32 0.92 0.87  -0.2441
H -0.44 3.30 -1.64  0.2423
H 0.39 -2.77 -0.28  0.2962
H 0.80 3.16 -0.11  0.3154
N -0.64 -2.52 -0.04  -0.7750

2S+1 = 1


Looking at energy above the lowest of the compared OMol25 structures with the same formula, charge and spin for the records above, in order, we have 297.1 490.2 kJ/mol.
Looking at max |F| for the records above, in order, we have 1.12 4.76 eV/Å.